ORCA calculation (wB97M-V/def2-TZVPD) on a 10-piece molecular cluster, C68H153N9O10 overall at a distorted geometry.

The geometry in XYZ format:
```
240
Properties=species:S:1:pos:R:3:forces:R:3:lowdin_charge:R:1
C -0.608 -0.479 -0.085 -0.15 -0.91 -0.68 -0.081
C 0.646 -0.366 0.697 -0.21 0.63 1.66 -0.294
O 0.701 0.965 1.252 -0.05 -0.30 -1.00 -0.098
H -0.711 -1.527 -0.369 0.05 -0.05 -0.50 0.056
H -0.546 0.149 -0.974 -0.39 0.02 -0.07 0.067
H -1.527 -0.309 0.475 0.25 0.52 0.23 0.072
H 1.559 -0.613 0.156 -0.05 0.18 -0.51 0.082
H 0.638 -1.065 1.533 -0.07 -0.29 0.16 0.107
H 1.611 1.069 1.540 0.34 0.10 0.89 0.005
C 5.937 0.445 4.643 0.76 0.95 0.10 -0.027
C 5.918 -1.027 4.193 0.80 -0.62 1.02 -0.474
C 4.848 -1.801 5.039 -0.23 -0.98 -1.16 -0.100
C 4.479 -3.201 4.417 0.26 1.87 1.13 -0.169
C 3.899 -2.996 3.029 1.14 0.04 0.48 -0.137
C 4.920 -2.238 2.089 -0.93 -0.50 1.06 -0.422
N 5.561 -1.023 2.797 -3.95 -2.38 -0.02 -0.135
O 6.451 -0.365 2.021 1.61 0.20 -1.20 -0.015
C 5.822 -3.341 1.532 1.33 0.53 -0.03 -0.041
C 4.119 -1.717 0.908 1.14 1.10 -0.98 -0.060
C 7.320 -1.702 4.370 0.46 0.45 0.58 -0.015
H 6.401 0.660 5.606 -0.38 -0.66 0.48 0.091
H 4.982 0.968 4.594 -0.36 -0.58 0.30 0.063
H 6.566 1.105 4.046 0.29 -0.43 -0.71 0.072
H 5.109 -1.933 6.089 0.58 0.21 -0.11 0.117
H 3.894 -1.276 5.061 0.04 0.49 -0.19 0.099
H 3.747 -3.615 5.110 -0.14 -0.30 -0.17 0.107
H 5.340 -3.870 4.427 0.06 -0.01 -0.18 0.105
H 2.919 -2.519 3.048 0.06 0.19 0.13 0.106
H 3.762 -4.030 2.711 -0.20 0.20 -0.93 0.100
H 6.709 -2.960 1.026 -0.03 0.47 -0.23 0.081
H 6.272 -3.981 2.291 -0.52 -0.28 0.11 0.077
H 5.263 -3.891 0.776 0.01 -0.34 0.31 0.083
H 4.870 -1.376 0.196 0.30 0.35 -0.27 0.067
H 3.594 -2.458 0.304 -0.48 -0.25 0.66 0.085
H 3.538 -0.822 1.130 -0.39 -0.35 0.27 0.064
H 7.542 -1.913 5.416 -0.33 -0.28 0.15 0.081
H 8.177 -1.087 4.100 -0.31 0.54 -0.36 0.075
H 7.487 -2.605 3.783 -0.56 -0.15 0.08 0.071
H 6.023 0.483 1.881 0.21 0.50 -0.36 0.041
C 0.676 -0.741 5.252 0.23 1.05 0.10 -0.025
C -0.665 0.070 5.257 -0.44 -0.64 0.15 -0.469
C -1.403 -0.318 6.566 -1.35 0.52 0.96 -0.119
C -2.516 0.645 7.131 1.26 0.54 -1.20 -0.158
C -1.902 2.064 7.192 0.34 -1.62 -0.73 -0.135
C -1.374 2.481 5.787 -0.78 1.57 -0.17 -0.472
N -0.401 1.506 5.278 0.15 -1.12 2.15 -0.122
O 0.476 1.871 4.263 -0.40 0.80 -0.04 -0.018
C -2.588 2.742 4.806 0.92 -1.05 0.12 -0.022
C -0.580 3.807 6.033 -0.79 -1.15 -0.60 -0.026
C -1.529 -0.369 4.072 -1.12 -0.81 -0.26 -0.028
H 1.242 -0.493 6.150 -0.09 0.07 0.22 0.080
H 1.332 -0.426 4.440 -0.21 -0.07 -0.31 0.059
H 0.588 -1.827 5.233 -0.52 0.05 -0.12 0.078
H -1.937 -1.266 6.505 0.47 -0.38 -0.54 0.114
H -0.701 -0.425 7.393 0.33 0.02 -0.13 0.111
H -2.867 0.248 8.083 0.13 0.20 0.08 0.107
H -3.378 0.710 6.467 -0.13 -0.30 -0.09 0.095
H -0.989 1.994 7.784 -0.18 0.29 0.56 0.114
H -2.639 2.764 7.589 0.35 0.31 -0.09 0.119
H -3.436 3.302 5.200 0.40 0.43 0.20 0.090
H -2.202 3.177 3.884 -0.20 0.32 -0.03 0.061
H -3.019 1.782 4.520 0.05 -0.01 0.00 0.043
H 0.224 3.501 6.703 0.15 0.58 -0.03 0.086
H -0.211 4.181 5.078 0.25 0.09 0.17 0.067
H -1.256 4.549 6.459 0.18 0.00 0.18 0.085
H -1.540 -1.458 4.040 0.49 -0.21 -0.35 0.069
H -1.347 0.031 3.075 0.81 0.06 0.05 0.070
H -2.601 -0.202 4.184 -0.12 0.51 0.54 0.068
H -0.099 2.101 3.530 0.02 -0.09 -0.83 0.069
C 4.629 3.701 -2.615 0.12 -0.06 0.19 0.013
C 4.825 2.860 -3.931 1.90 0.22 0.80 -0.407
C 6.335 2.284 -3.846 -1.99 -0.34 0.30 -0.113
C 6.473 1.121 -2.888 -1.52 -0.94 -0.94 -0.148
C 5.487 -0.050 -3.357 0.80 1.27 0.37 -0.079
C 3.973 0.409 -3.526 0.05 -2.81 -0.12 -0.377
N 3.820 1.767 -4.099 -0.65 1.44 1.74 0.120
O 2.499 2.242 -4.281 2.64 -2.22 -0.57 0.086
C 3.258 -0.539 -4.567 -0.58 1.04 0.21 0.000
C 3.295 0.199 -2.100 0.41 1.38 -0.53 0.010
C 4.832 3.856 -5.081 -1.01 -0.58 -0.87 -0.020
H 5.025 3.243 -1.709 -0.54 -0.65 0.01 0.068
H 3.639 4.129 -2.454 -0.17 -0.30 -0.07 0.080
H 5.291 4.565 -2.669 -0.02 0.09 -0.62 0.101
H 6.594 1.902 -4.834 0.35 0.57 -0.13 0.129
H 6.922 3.121 -3.469 0.18 0.04 -0.63 0.126
H 6.177 1.412 -1.880 0.21 -0.06 0.15 0.088
H 7.515 0.800 -2.897 -0.15 -0.25 0.19 0.124
H 5.615 -0.819 -2.594 -0.86 0.02 0.26 0.115
H 5.825 -0.602 -4.234 0.10 0.63 -0.46 0.115
H 3.098 -1.552 -4.198 0.86 -0.04 -0.06 0.102
H 2.231 -0.220 -4.749 -0.10 0.41 0.20 0.064
H 3.741 -0.423 -5.537 0.25 -0.65 0.10 0.093
H 3.914 0.758 -1.399 -0.39 0.49 0.23 0.078
H 2.251 0.513 -2.124 0.04 0.11 0.20 0.073
H 3.359 -0.803 -1.677 0.06 -0.32 -0.91 0.082
H 5.678 4.519 -4.902 -0.23 0.02 -0.36 0.105
H 3.896 4.394 -5.233 0.02 0.39 0.70 0.088
H 4.884 3.338 -6.038 0.73 -0.12 -0.05 0.099
H 2.362 2.784 -3.500 -0.90 1.33 0.91 0.067
C -6.160 -1.415 -4.261 0.98 -1.27 0.23 -0.013
C -5.243 -2.493 -3.538 -0.56 -0.04 -0.42 -0.441
C -4.559 -1.774 -2.375 0.59 0.57 0.59 -0.157
C -4.013 -2.639 -1.271 -1.32 -1.22 1.14 -0.172
C -5.182 -3.521 -0.771 0.92 -0.16 -0.77 -0.135
C -5.791 -4.409 -1.900 0.67 -0.60 1.53 -0.466
N -6.156 -3.594 -3.041 1.27 2.24 1.51 -0.134
O -6.711 -4.338 -4.076 -0.32 -0.10 -0.19 0.005
C -4.798 -5.628 -2.126 0.10 0.18 0.02 -0.024
C -7.088 -4.951 -1.214 0.45 -0.25 -1.44 -0.029
C -4.190 -3.072 -4.503 -0.31 0.00 0.65 -0.009
H -7.026 -1.253 -3.620 -0.11 0.05 -0.30 0.085
H -6.391 -1.807 -5.252 -0.58 0.00 0.11 0.076
H -5.646 -0.473 -4.451 0.13 -0.01 0.35 0.055
H -3.725 -1.147 -2.689 -0.10 -0.01 -0.78 0.094
H -5.239 -1.050 -1.926 -0.42 -0.11 0.14 0.113
H -3.700 -2.103 -0.375 0.26 0.59 -0.29 0.097
H -3.179 -3.291 -1.529 0.10 0.05 -0.44 0.095
H -5.933 -2.905 -0.276 -0.19 0.19 -0.35 0.117
H -4.822 -4.187 0.013 0.01 -0.20 0.02 0.095
H -4.563 -6.050 -1.149 -0.62 -0.39 0.11 0.057
H -5.125 -6.397 -2.825 -0.65 0.00 0.26 0.083
H -3.775 -5.477 -2.471 -0.01 1.10 -0.31 0.052
H -7.677 -5.459 -1.978 -0.20 -0.17 0.10 0.074
H -6.835 -5.693 -0.457 -0.08 0.22 0.16 0.084
H -7.671 -4.113 -0.831 0.05 -0.14 0.15 0.083
H -3.852 -4.032 -4.112 -0.05 -0.10 -0.19 0.069
H -3.313 -2.424 -4.496 -0.08 0.13 -0.54 0.063
H -4.661 -3.212 -5.476 0.46 -0.03 -0.11 0.084
H -7.619 -4.129 -3.843 -0.51 -0.49 -0.88 0.105
C -3.765 5.112 -1.628 -0.55 -0.20 0.19 -0.018
C -4.979 4.279 -1.131 1.35 -0.81 0.58 -0.467
C -5.094 3.007 -2.010 1.46 -0.07 0.59 -0.124
C -3.962 1.995 -1.733 -1.33 1.13 -0.65 -0.188
C -3.881 1.641 -0.281 0.26 -0.57 0.32 -0.120
C -3.926 2.794 0.767 -0.46 -0.51 0.82 -0.480
N -4.779 3.865 0.319 -1.41 -0.69 -2.61 -0.133
O -4.806 4.903 1.231 0.09 0.82 0.09 0.000
C -4.622 2.270 2.069 0.81 -0.86 -0.75 -0.018
C -2.493 3.222 1.038 1.23 0.38 -1.19 -0.031
C -6.298 4.979 -1.335 -0.47 0.51 1.07 -0.045
H -3.926 5.338 -2.682 0.09 0.38 0.02 0.073
H -2.826 4.565 -1.542 -0.13 -0.23 -0.04 0.041
H -3.633 6.009 -1.023 -0.23 0.18 -0.16 0.089
H -6.048 2.498 -1.878 -0.11 0.13 0.18 0.124
H -5.002 3.286 -3.059 -0.29 0.27 -0.08 0.116
H -2.986 2.357 -2.053 -0.02 0.17 -0.35 0.091
H -4.268 1.161 -2.365 0.66 -0.48 0.22 0.094
H -2.903 1.163 -0.240 -0.05 -0.25 0.78 0.089
H -4.626 0.871 -0.077 -0.19 0.09 0.32 0.118
H -4.187 1.301 2.311 0.26 -0.12 0.20 0.072
H -4.482 2.904 2.944 -0.28 0.16 -0.29 0.062
H -5.658 2.038 1.821 -0.15 0.40 0.22 0.089
H -2.044 3.383 0.058 0.17 -0.02 -0.41 0.054
H -2.274 4.184 1.502 -0.66 -0.13 0.63 0.088
H -1.843 2.441 1.433 -0.27 -0.16 0.52 0.070
H -6.516 5.051 -2.400 -0.04 0.26 0.11 0.092
H -6.381 5.935 -0.818 0.38 0.38 -0.42 0.082
H -7.089 4.419 -0.837 -0.05 -0.47 -0.29 0.088
H -5.671 4.794 1.633 -0.12 0.27 0.28 0.107
C 1.993 -6.348 0.728 -1.69 0.57 1.16 -0.014
C 0.594 -5.669 0.556 -0.36 0.84 -0.98 -0.471
C -0.430 -6.697 -0.035 0.87 -0.77 0.82 -0.140
C -1.898 -6.339 -0.107 1.45 0.14 -0.17 -0.199
C -2.320 -5.984 1.300 0.43 0.02 -0.46 -0.133
C -1.409 -4.922 1.981 -0.29 1.15 0.21 -0.430
N 0.068 -5.163 1.828 -1.74 -2.75 0.85 -0.109
O 0.830 -4.215 2.505 0.17 0.89 -0.76 -0.017
C -1.734 -3.560 1.356 -0.88 0.29 -0.74 -0.042
C -1.920 -4.863 3.472 0.63 0.10 -0.83 -0.019
C 0.723 -4.582 -0.527 1.34 1.07 -0.82 -0.049
H 1.857 -7.094 1.511 0.11 -0.53 -0.32 0.083
H 2.651 -5.627 1.212 0.36 0.16 -0.60 0.059
H 2.323 -6.752 -0.229 0.23 0.06 0.30 0.087
H -0.051 -7.021 -1.004 0.15 0.00 -0.03 0.125
H -0.415 -7.551 0.641 0.38 -0.37 -0.03 0.120
H -2.430 -7.201 -0.509 -0.16 0.01 0.13 0.119
H -2.002 -5.543 -0.844 -0.49 0.35 0.20 0.086
H -2.291 -6.849 1.962 -0.09 -0.33 -0.27 0.123
H -3.360 -5.683 1.167 -0.07 0.53 0.91 0.107
H -2.819 -3.453 1.371 -0.16 0.32 0.29 0.076
H -1.287 -2.650 1.756 0.18 -0.33 0.54 0.068
H -1.519 -3.518 0.288 0.25 -0.33 -0.06 0.050
H -1.965 -5.797 4.033 0.48 -0.28 -0.31 0.080
H -1.325 -4.142 4.033 -0.21 0.12 0.11 0.063
H -2.963 -4.551 3.409 0.07 0.37 0.10 0.084
H 1.622 -4.711 -1.131 -0.03 -1.09 -0.54 0.071
H 1.053 -3.581 -0.252 -0.78 0.34 1.14 0.065
H -0.108 -4.469 -1.224 -0.15 -0.12 0.18 0.066
H 0.994 -4.570 3.382 0.03 -0.35 0.05 0.104
C -3.315 0.445 -5.849 -0.47 -1.92 -0.73 -0.063
C -2.362 1.243 -5.082 1.28 1.82 0.81 -0.426
C -1.139 0.463 -4.437 -0.75 1.85 -0.19 -0.200
O -1.510 -0.510 -3.549 -0.54 -2.51 0.41 -0.189
C -0.543 -1.526 -3.347 0.15 -0.14 -0.07 -0.103
N -1.837 2.280 -5.962 0.30 -0.10 -0.45 0.034
H -3.764 -0.349 -5.253 0.26 -0.17 -0.10 0.046
H -2.709 0.017 -6.647 -0.28 -0.56 -0.32 0.092
H -4.147 0.953 -6.338 0.27 0.57 0.26 0.095
H -2.917 1.855 -4.371 0.18 -0.44 0.84 0.117
H -0.548 1.144 -3.824 0.24 0.98 -0.22 0.109
H -0.453 0.147 -5.222 -0.16 -0.54 -0.43 0.118
H -0.951 -2.366 -2.785 -0.29 0.38 0.30 0.081
H 0.345 -1.146 -2.842 0.10 0.23 0.43 0.064
H -0.149 -1.992 -4.250 -0.31 0.26 -0.67 0.090
H -1.258 1.864 -6.677 -0.13 -0.40 -0.59 0.065
H -1.153 2.871 -5.511 -0.17 0.21 0.47 -0.003
C -1.550 5.653 -4.547 -0.37 0.52 1.22 -0.045
C -0.183 5.068 -4.208 -0.14 1.83 1.28 -0.423
C -0.106 4.519 -2.750 -0.59 -0.25 -1.39 -0.151
O 1.177 3.935 -2.471 -0.37 -0.40 -0.40 -0.229
C 1.172 3.255 -1.211 0.25 -0.03 -0.33 -0.071
N 0.122 4.180 -5.278 1.75 -0.92 0.07 0.038
H -1.749 6.550 -3.961 0.10 0.17 0.01 0.085
H -2.357 4.979 -4.259 0.06 -0.31 -0.33 0.064
H -1.661 5.925 -5.597 0.18 -0.18 0.03 0.088
H 0.560 5.861 -4.127 0.11 0.60 -0.50 0.132
H -0.953 3.838 -2.664 0.24 -0.81 0.38 0.105
H -0.291 5.319 -2.032 0.04 0.27 -0.10 0.137
H 0.363 2.527 -1.157 -0.29 0.27 0.26 0.089
H 1.176 3.993 -0.409 -0.34 -0.20 0.18 0.094
H 2.087 2.666 -1.140 0.19 0.15 -0.06 0.053
H 1.106 3.969 -5.193 0.27 -0.57 -0.11 0.060
H 0.090 4.686 -6.151 -0.41 0.15 -0.17 0.102
C 2.350 3.787 2.103 -0.33 0.08 1.92 -0.050
C 3.308 2.668 1.747 0.40 0.62 -0.32 -0.419
C 4.727 3.136 1.921 1.23 0.78 -1.08 -0.166
O 5.677 2.205 1.382 -0.27 -0.59 0.31 -0.240
C 6.902 2.735 0.925 -0.03 -0.15 -1.01 -0.088
N 3.221 1.482 2.601 -0.72 0.19 -0.61 0.091
H 2.550 4.038 3.145 -0.05 0.15 0.34 0.089
H 1.307 3.472 2.125 0.03 -0.17 -0.36 0.071
H 2.428 4.752 1.601 0.30 -0.36 -0.59 0.087
H 3.046 2.458 0.710 0.62 -0.64 -0.22 0.108
H 4.962 3.213 2.982 -0.20 0.47 0.16 0.139
H 4.923 4.070 1.393 -0.13 0.45 0.19 0.128
H 6.672 3.330 0.041 0.21 0.42 -0.15 0.071
H 7.513 1.901 0.577 -0.08 -0.15 0.16 0.095
H 7.528 3.327 1.592 -0.47 0.02 0.56 0.101
H 4.096 1.000 2.451 -0.02 -0.75 0.03 0.039
H 3.313 1.838 3.542 -0.51 -0.18 0.50 0.080
```
Forces are in eV/Å.

Values from the calculation:
- F_max: 4.61 eV/A
- HOMO level (spin up / spin down): -9.41 / -9.41 eV
- E: -106864.159 eV
- Total charge: +1
- Kohn-Sham gap (spin up / spin down): 7.5 / 3.0 eV
- Multiplicity: 2